The following is a DFT calculation (wB97M-V/def2-TZVPD) of a structure of composition C25H27ClF2N8O4ReSSe at a distorted geometry.

XYZ file:
```
70
Properties=species:S:1:pos:R:3:lowdin_spin:R:1
Re 0.22068 -0.30704 0.47815 1.08
Se 2.65775 0.10617 0.90718 -0.17
Cl 1.67561 -3.30627 0.08824 0.00
S -0.27024 -0.80392 -4.15459 0.00
F -0.48515 4.81237 -1.27654 0.00
F -0.70153 4.08518 3.32314 0.00
O 1.22598 -2.49348 1.23360 0.01
O 1.87075 -4.62789 0.49072 0.00
O 2.90377 -2.72814 -0.41578 -0.01
O 0.66201 -3.17341 -0.92080 0.01
N -5.50846 -2.68507 1.44079 0.01
N 0.08292 -0.30190 -1.67887 0.01
N 5.09379 0.11866 -0.55999 -0.01
N 3.78774 1.68586 -1.30295 -0.01
N -1.19525 0.10035 -1.97882 0.00
N -1.78719 -1.05408 0.58919 0.00
N -0.07345 -0.01670 2.57368 0.01
N 2.01638 -1.12244 -2.79634 0.02
C -4.31423 -2.15729 1.15146 0.00
C -4.12971 -0.77121 0.95610 0.00
C -0.97472 1.41337 4.25101 0.00
C -2.88549 -0.27788 0.67914 0.00
C 4.96301 1.76985 -1.99872 -0.01
C -0.29553 1.72739 0.58014 0.00
C -0.34509 2.62291 -0.48007 0.01
C 5.77785 0.79066 -1.53378 -0.01
C -0.07143 -1.02822 3.45259 0.01
C -0.46409 2.21343 1.89686 0.01
C 5.60084 -1.00086 0.22259 0.00
C -0.48949 3.97717 -0.23807 0.00
C -3.16663 -2.96428 1.01085 0.00
C -3.81375 -0.95154 -3.77090 0.00
C -0.53698 -0.88408 4.74364 0.00
C 0.72370 -0.78469 -2.73880 0.02
C -0.59702 4.48768 1.04110 0.01
C -1.02126 0.35270 5.14039 0.00
C -2.88306 0.26874 -3.74784 0.00
C 3.86933 0.66695 -0.42985 -0.01
C -1.54684 -0.07661 -3.19566 0.00
C -0.49067 1.20897 2.96423 0.00
C -0.59705 3.58654 2.08965 0.00
C -1.95750 -2.38501 0.74248 0.00
C 2.65279 2.57051 -1.45828 0.00
H -5.61330 -3.67822 1.55478 0.00
H -0.68416 5.54843 1.22876 0.00
H 2.31616 -1.55982 -3.65468 0.00
H 2.05863 2.53967 -0.54999 0.00
H -2.76751 0.66160 -4.75863 0.00
H -3.97969 -1.32255 -2.75959 0.00
H -1.43864 0.49948 6.12673 0.00
H -4.97384 -0.09784 1.01093 0.00
H 6.78335 0.53854 -1.81945 0.00
H -0.53127 -1.72967 5.41503 0.00
H 2.99751 3.58774 -1.63010 0.00
H 5.77650 -0.68244 1.24943 0.00
H -4.77163 -0.66578 -4.20038 0.00
H 2.45885 -1.50869 -1.96325 0.00
H 0.31187 -1.97392 3.09917 0.00
H -6.32817 -2.11297 1.54347 0.00
H -3.39535 -1.75617 -4.37460 0.00
H -2.73916 0.77801 0.49922 0.00
H -0.27752 2.28260 -1.50310 0.00
H -1.32663 2.38442 4.55568 0.00
H -1.08692 -3.01017 0.62052 0.00
H -3.23552 -4.03909 1.10241 0.00
H 4.87073 -1.80476 0.21850 0.00
H 6.53066 -1.35719 -0.21049 0.00
H -3.31774 1.04369 -3.11706 0.00
H 2.03743 2.25623 -2.30106 0.00
H 5.14228 2.51544 -2.75255 0.00
```

- 2S+1 = 2
- net charge = +2
- gap between HOMO and LUMO (alpha / beta) (eV) = 5.4 / 6.2
- F_max (eV/A) = 1.99


The following is a DFT calculation (wB97M-V/def2-TZVPD) of a structure of composition C25H27FHfN8O11S4 at a distorted geometry.

XYZ file:
```
77
Properties=species:S:1:pos:R:3:mulliken_charge:R:1
Hf 0.30795 -0.01949 -0.08346 1.51
S 2.84571 1.19430 -0.10274 1.59
S 0.89815 -1.37342 2.83207 0.92
S 0.92367 2.16817 2.35929 1.93
S -1.48613 -2.66840 0.05262 -0.47
F 5.71901 -1.45859 2.82183 -0.38
O 0.03225 3.09077 3.01578 -0.81
O 1.40928 -1.93597 -0.17458 -0.05
O -0.07427 -0.82401 1.78170 -0.14
O 4.60266 -3.81781 3.91087 -0.66
O 2.36749 0.14873 0.82708 -0.64
O 1.40619 1.12014 3.22238 -0.88
O 1.94918 -0.75646 -1.93523 -0.60
O 2.76296 -4.83073 -0.11239 -0.64
O 4.07516 0.84977 -0.76348 -0.76
O 0.33675 1.70441 1.06263 -0.30
O 1.72774 1.53802 -0.99117 -0.55
N -0.39600 -4.22563 -1.78854 -0.32
N -0.57954 -0.77289 -2.02726 1.60
N 3.99846 -2.90653 0.01824 0.20
N -0.78189 1.81481 -1.42496 0.35
N 3.78654 -4.31580 1.84970 0.04
N -2.15838 0.41500 0.44323 0.67
N -4.24231 1.09118 0.34546 -0.07
N -0.53065 -2.05496 -2.39003 -2.05
C 4.56502 4.60866 1.14015 -0.71
C -0.79947 4.12116 -2.03747 -1.29
C -0.63409 1.48493 -2.71967 1.62
C 4.30187 3.41939 0.47974 -0.83
C -3.71096 1.67633 1.46846 -0.85
C -3.28716 0.34000 -0.24791 0.39
C 2.35984 3.09766 1.86330 -0.47
C -0.07007 -1.19371 4.34837 -1.26
C 3.49364 -2.46814 -1.27925 -1.89
C -2.42474 1.25348 1.51316 -0.72
C -0.62498 3.78396 -3.37428 -0.37
C 3.72759 5.04343 2.15790 -0.65
C 4.72353 -2.04598 0.80767 -0.18
C 2.62528 4.28648 2.52238 -0.72
C 4.99673 -2.31663 2.09014 0.48
C -0.60066 0.07571 -3.00848 -1.45
C -0.74578 -2.96844 -1.43700 0.46
C 2.19749 -1.66235 -1.13256 1.57
C 3.45743 -4.07145 0.53336 0.30
C -3.59070 -0.45551 -1.46658 -1.10
C -0.86008 3.10219 -1.10429 -0.25
C 3.19516 2.66541 0.83816 0.09
C -0.55497 2.45114 -3.72364 -1.15
C 0.58798 -3.16443 2.71601 -1.07
C 4.48577 -3.50371 2.74802 0.24
H -0.11393 -0.13305 4.57443 0.37
H -1.06130 -1.60105 4.16198 0.36
H 5.04561 -1.12318 0.34918 0.53
H -5.18497 1.19208 0.01730 0.18
H -4.27572 2.33005 2.10835 0.46
H 4.22388 -1.84882 -1.79230 0.39
H 3.92582 5.97860 2.66396 0.42
H -0.42032 2.14177 -4.75132 0.51
H -0.54348 4.55446 -4.12972 0.44
H -3.27224 -1.48526 -1.30576 0.06
H -0.35450 -4.90612 -1.05152 0.26
H 3.28093 -3.36268 -1.86072 0.43
H -0.87739 5.15178 -1.72304 0.47
H -0.48189 -3.33702 2.64035 0.49
H -0.97617 3.32405 -0.05041 0.59
H -0.55821 -0.29132 -4.02690 0.38
H 1.95018 4.59974 3.30709 0.55
H 1.06743 -3.53777 1.81397 -0.02
H -3.05461 -0.06999 -2.33086 0.13
H 5.42596 5.20020 0.85903 0.42
H 0.43486 -1.73061 5.14947 0.47
H -1.68458 1.48633 2.25212 0.28
H 4.93954 3.05724 -0.31505 0.59
H 3.39056 -5.15826 2.23930 0.26
H 1.01280 -3.63723 3.60266 0.54
H 0.21624 -4.33822 -2.58045 0.27
H -4.66101 -0.43780 -1.67320 0.53
```

- 2S+1 = 1
- gap between HOMO and LUMO (eV) = 7.0
- F_max (eV/A) = 2.45


The following is a DFT calculation (wB97M-V/def2-TZVPD) of a structure of composition C25H27FeN2O3 at a distorted geometry.

XYZ file:
```
58
Properties=species:S:1:pos:R:3:lowdin_spin:R:1
Fe -1.51397 0.26477 1.33691 0.81
O 0.77934 3.99018 6.15138 0.30
O 1.35199 0.02734 0.53149 0.07
O -0.76307 -2.26703 2.75990 0.01
N 2.46564 1.79351 5.37010 0.17
N 6.63246 1.92722 4.97340 0.16
C 7.34642 1.28610 3.89117 0.24
C 4.49688 0.87130 4.45546 0.03
C -1.81295 3.58510 6.98505 0.06
C 0.25074 0.30263 0.79425 0.14
C -0.23226 2.54055 3.38478 0.42
C 3.22127 2.70717 6.07167 0.17
C -2.96726 -0.54153 0.22006 0.00
C -3.61396 2.08062 7.58096 0.08
C -1.27128 -1.38119 2.20183 0.01
C -1.01679 1.37823 3.10097 0.16
C 4.58748 2.73667 5.98409 0.04
C 1.06617 1.80963 5.32546 0.38
C 3.13145 0.85405 4.59426 0.18
C -2.81652 0.98999 7.22008 0.01
C -1.52140 1.19174 6.73421 0.05
C -2.05179 0.23580 -0.56107 0.03
C 7.47387 2.68442 5.87648 0.32
C -2.08517 1.59313 -0.05693 0.00
C 0.35356 2.82148 6.04833 0.24
C -3.54527 0.31080 1.22355 -0.01
C 5.28950 1.83382 5.14947 0.21
C -3.00658 1.63182 1.04516 0.03
C -3.10430 3.38234 7.46844 0.00
C -1.01314 2.49431 6.60712 0.05
C 0.98034 2.86081 2.61662 0.08
H 7.96845 0.47063 4.27661 0.07
H -3.71571 4.24413 7.74340 0.00
H -4.32022 0.02455 1.93459 0.00
H 0.65019 0.81066 5.18135 0.02
H -1.53267 -0.10185 -1.45094 0.01
H -4.63938 1.92815 7.91687 0.01
H 1.48751 3.73505 3.05226 0.00
H 8.01644 2.00649 3.40926 0.07
H -0.74107 3.36432 3.87670 0.02
H -1.41185 4.59881 6.89620 0.01
H -3.30633 2.52212 1.59611 0.00
H 8.39900 2.12352 6.05936 0.10
H 5.09745 3.52009 6.53562 0.01
H 6.66463 0.89094 3.14155 0.02
H -1.55691 2.44614 -0.47639 0.00
H 2.48960 0.11272 4.10934 0.02
H -1.98322 1.39706 3.63735 0.00
H -3.23961 -1.57196 0.03579 0.00
H -0.44763 0.47224 3.36425 0.04
H -3.20670 -0.02340 7.29854 0.00
H 0.78503 3.09546 1.55078 0.03
H 7.75647 3.65964 5.45156 0.07
H 1.69397 2.02132 2.68080 0.01
H -0.89342 0.34782 6.45453 0.01
H 4.94625 0.13739 3.78538 0.01
H 2.69221 3.43323 6.67559 0.01
H 6.97240 2.85159 6.83453 0.04
```

- 2S+1 = 6
- net charge = -2
- gap between HOMO and LUMO (alpha / beta) (eV) = 2.0 / 6.3
- F_max (eV/A) = 3.64


The following is a DFT calculation (wB97M-V/def2-TZVPD) of an isolated molecule of C25H27N3O5S at a distorted geometry.

XYZ file:
```
61
Properties=species:S:1:pos:R:3:mulliken_charge:R:1
S -2.89764 1.89892 -1.59925 -0.24
O -1.06235 0.22025 -2.60915 -0.39
O -2.39448 -2.05140 -1.11953 -0.65
O 1.65817 -1.29567 2.33083 -0.70
O 4.37313 0.62857 -0.73705 -0.65
O -2.87052 -1.40138 0.97338 -0.28
N 2.96594 -0.35798 0.73239 0.23
N 0.04289 -0.38593 -0.82185 0.49
N -0.91103 0.48786 -0.43751 -0.21
C 1.34858 1.92931 0.74123 0.23
C -0.06457 -0.54463 -2.09786 0.51
C 0.73361 4.05171 -0.27007 -0.74
C -1.87442 -2.29404 2.96450 -1.63
C 1.90174 -0.33887 1.62084 0.96
C 0.48914 3.05452 0.69634 1.10
C 1.09735 0.89242 1.65974 0.17
C 0.73117 -1.42091 -2.98359 -1.41
C 2.65085 2.84417 -1.07391 -0.57
C -1.55404 0.81961 -1.51132 0.07
C 3.76488 -2.25762 -0.68197 -0.95
C 2.43648 1.84431 -0.14855 0.52
C -3.56754 1.57466 0.07804 0.17
C 2.18805 -1.53020 -2.52889 -0.50
C 2.35497 -2.39499 -1.27760 0.01
C 0.04584 0.99766 2.54413 -0.53
C -3.08821 -1.45554 -0.33113 0.75
C -0.58246 3.12142 1.61008 -0.70
C 3.34400 0.68534 -0.09183 -0.17
C 1.78952 3.94377 -1.13782 -0.81
C -4.67891 0.53097 0.07326 -0.65
C 3.78183 -1.56679 0.68583 -1.07
C -1.70074 -2.06400 1.47637 0.82
C -0.78779 2.11943 2.52192 -1.15
C -4.35672 -0.72507 -0.73663 -0.92
H -1.60876 2.18296 3.22141 0.41
H 2.15700 -3.43522 -1.54114 0.60
H 3.49036 2.75943 -1.74805 0.54
H -5.17638 -1.43965 -0.62349 0.39
H 3.37865 -2.23212 1.45090 0.45
H 4.81097 -1.29698 0.94010 0.36
H 0.26426 -2.41028 -2.98366 0.28
H -0.83556 -1.42657 1.27611 -0.54
H -2.71313 1.25956 0.67308 -0.52
H -1.56932 -3.00575 0.93428 0.44
H 1.60776 -2.09495 -0.54357 -0.22
H -5.58758 0.97212 -0.34198 0.41
H 2.57260 -0.52783 -2.33544 0.11
H 1.96481 4.71053 -1.87776 0.42
H -4.87233 0.25509 1.11138 0.28
H 4.39474 -1.69119 -1.36814 0.48
H -3.94135 2.52952 0.44355 0.60
H -4.27584 -0.48927 -1.79975 0.42
H -0.93791 -2.66064 3.37354 0.39
H 0.66599 -1.01646 -3.99576 0.36
H 4.22334 -3.23811 -0.54742 0.37
H -1.24111 3.97774 1.57481 0.45
H -2.13657 -1.36041 3.45522 0.34
H -2.66095 -3.01982 3.15603 0.41
H 2.77605 -1.95893 -3.34326 0.52
H 0.07001 4.90332 -0.31785 0.44
H -0.12641 0.19403 3.24351 0.72
```

- 2S+1 = 1
- gap between HOMO and LUMO (eV) = 8.0
- F_max (eV/A) = 1.29


The following is a DFT calculation (wB97M-V/def2-TZVPD) of a structure of composition C25H27N3O6S at a distorted geometry.

XYZ file:
```
62
Properties=species:S:1:pos:R:3:mulliken_charge:R:1
S -2.95147 -1.38464 -0.83334 0.99
O -4.04676 -0.66832 -0.60682 -0.55
O -2.19288 1.50603 4.67810 -0.37
O -1.95166 -1.02745 -2.05066 -0.78
O 1.46129 -1.96694 0.92001 -0.35
O 6.00749 2.31767 0.65629 -0.40
O 5.85082 4.55249 -0.66651 -0.30
N 0.43735 -0.57933 -0.62548 0.45
N 1.46403 0.19017 -0.64639 -1.13
N -1.87135 -1.73269 0.28587 0.26
C -3.17967 -3.19881 -1.33862 -0.08
C 2.72469 3.21402 -2.18130 -0.68
C 3.66641 4.26488 -1.95627 -0.74
C -4.10723 -3.78837 -0.58244 -0.77
C -0.76940 -2.54712 0.38509 -0.54
C 0.55921 -1.78628 0.34901 0.17
C 2.58166 2.20990 -1.21268 0.42
C -4.37370 -5.24751 -0.87374 -0.53
C -2.11050 0.83899 3.67123 0.59
C -3.21129 -5.00509 -2.87599 -0.33
C -4.15185 -5.77821 -2.21181 -0.61
C -1.86014 -1.37949 2.91018 -0.25
C -2.92621 -3.70533 -2.45774 0.56
C 4.74043 2.64721 -0.26057 0.71
C -2.09915 -0.38082 3.96150 -0.20
C 5.95635 5.72746 -1.36424 -0.87
C 5.78256 1.30496 1.44665 -0.85
C -2.09246 0.52856 1.21186 -0.43
C -1.82892 -0.94265 1.69182 0.33
C 3.78252 1.81149 -0.45190 -0.43
C 4.96052 3.66017 -0.89224 0.49
C -2.10436 1.41216 2.28407 -0.99
C -2.15095 2.92534 4.65587 -1.05
C 1.39784 1.33238 -1.28084 0.82
C 0.31875 1.52086 -2.24697 -1.99
H 6.63146 1.31900 2.12299 0.27
H -4.20439 -6.82066 -2.31747 0.41
H -3.06746 3.22049 4.15052 0.42
H -1.84989 -1.17937 5.02775 0.14
H 1.72759 3.55425 -2.81457 0.14
H -2.33592 -3.15764 -3.30811 0.16
H 6.26368 5.62307 -2.62958 0.29
H 3.50079 0.80327 0.32537 0.17
H -0.49919 0.72866 -2.28350 0.07
H -5.02918 -5.81492 -0.28854 0.43
H -1.97494 0.76706 0.10331 0.06
H -0.78399 -3.14474 -0.91686 0.36
H 4.89387 1.33682 1.97826 0.46
H -0.50691 -3.39253 1.07222 0.18
H 0.72159 1.77204 -3.34150 0.26
H -1.81628 -2.53639 2.91019 0.22
H -1.41769 3.32028 4.08494 0.44
H 3.79822 5.06977 -2.52883 0.56
H 0.00826 2.35549 -2.09023 0.93
H -4.18952 -3.48319 0.36053 0.52
H -0.22491 -0.62203 -1.19437 0.85
H 5.53223 0.28301 0.82391 0.24
H -2.21972 2.37476 2.18044 0.75
H -3.04475 -5.31249 -4.15746 0.18
H 6.99377 6.20718 -1.25365 0.28
H -2.28693 3.46678 5.65476 0.24
H 5.22046 6.52377 -1.42781 0.40
```

- 2S+1 = 1
- gap between HOMO and LUMO (eV) = 7.3
- F_max (eV/A) = 18.35


The following is a DFT calculation (wB97M-V/def2-TZVPD) of a structure of composition C25H27N3O6S at a distorted geometry.

XYZ file:
```
62
Properties=species:S:1:pos:R:3:mulliken_charge:R:1
S 1.46511 1.46735 -0.13115 -0.27
O 4.00686 -4.03309 -3.51630 -0.47
O -5.37669 1.24642 4.43862 -0.34
O 0.26818 -5.89238 -0.61630 -0.42
O 1.52304 -4.92846 -2.82527 -0.65
O 4.83619 2.64542 -1.13957 -0.76
O -1.54466 -5.39243 -1.21976 -0.69
N 1.23163 3.79024 1.07989 -0.12
N 3.19313 3.50021 -0.10956 0.00
N -3.94594 3.52942 3.35352 0.02
C -0.00976 -5.38609 -2.89495 0.26
C -4.32419 2.02813 4.94816 -0.84
C -0.12037 3.75007 1.57762 -0.21
C 1.83941 -1.57809 -1.46403 -0.96
C 3.03238 1.06892 -0.83306 -0.05
C 3.52664 2.40880 -0.95106 0.09
C 3.23841 -3.26655 -2.93085 0.14
C -1.66412 4.47515 3.13116 -0.50
C -0.18213 -6.56207 -3.89269 -1.15
C -5.17386 2.94686 2.46209 -0.95
C 3.03443 -1.14999 -1.89511 1.86
C -0.34366 -5.38706 -1.47720 0.47
C -4.10125 3.59330 4.53807 -1.27
C -2.45896 2.95304 1.30773 -0.98
C 3.77781 -5.23320 -4.22474 -0.55
C 3.76221 -1.88893 -2.73339 -1.11
C 1.91203 -3.72760 -2.65187 1.30
C -0.43210 4.47945 2.62140 -0.81
C -2.80538 3.60987 2.63811 0.84
C 1.63454 3.00429 0.35478 0.50
C 3.42698 0.04946 -1.53706 -0.46
C -5.31176 1.34100 2.94193 -0.48
C 1.10226 -2.77750 -1.96628 -0.91
C 3.67537 4.75349 0.37463 -1.32
C -1.27958 2.92220 0.88341 -0.62
H 3.48324 -6.05051 -3.56635 0.20
H -4.31835 1.00855 2.78214 0.46
H 4.77706 -1.79640 -2.57664 0.39
H 3.07350 5.37917 -0.21242 0.41
H -3.40771 1.71022 4.85049 0.58
H 1.02853 -1.06031 -0.91218 0.05
H -2.07803 5.07765 3.92501 0.48
H -5.10443 3.06761 1.35336 0.42
H -4.57971 2.11571 6.10799 0.33
H 1.34188 -6.00151 -0.95242 0.44
H 3.68214 4.85414 1.22708 0.52
H -0.29417 -4.43327 -3.29746 0.52
H 0.10019 4.97048 3.19116 0.78
H 2.88931 -4.89381 -4.94038 0.22
H 0.35311 -7.36422 -3.27890 0.27
H -3.43416 3.89452 4.99431 0.79
H -6.32022 1.07267 2.40475 0.32
H -3.23804 2.31554 0.90730 0.27
H -6.03424 3.38659 2.71341 0.53
H 4.63578 -5.41952 -4.93606 0.28
H 0.34889 -6.13072 -4.88388 0.25
H 4.42450 0.25346 -1.89943 0.37
H -5.17934 4.26275 4.88225 0.31
H -1.13345 2.54814 0.02262 0.76
H 4.62943 4.58413 0.02411 0.48
H 0.15300 -3.07155 -1.64390 0.57
H -1.21089 -6.63917 -3.92684 0.41
```

- 2S+1 = 1
- gap between HOMO and LUMO (eV) = 6.3
- F_max (eV/A) = 19.41